[1]
Formula: CH3F5N3P3
Source: the Open Molecules 2025 dataset
Level of theory: ωB97M-V/def2-TZVPD

Structure (XYZ):
```
15
Properties=species:S:1:pos:R:3:nbo_charge:R:1
C 2.4466 -0.1591 0.4143 -0.915
N -0.1118 -1.2412 -0.7490 -1.400
N 0.0496 1.4369 -0.4189 -1.444
N -2.0615 0.1175 0.7252 -1.411
F 1.4049 0.1200 -2.1231 -0.546
F -1.4528 -2.2670 1.3774 -0.528
F -2.4572 -1.9544 -0.7723 -0.548
F -1.5152 2.5249 1.2237 -0.537
F -2.4256 2.0949 -0.9377 -0.528
P 0.7889 0.0729 -0.6640 2.194
P -1.3917 -1.2141 0.1794 2.438
P -1.4473 1.4143 0.1012 2.484
H 2.3429 -0.8092 1.3706 0.257
H 2.9647 -0.9048 -0.2395 0.249
H 2.8656 0.7682 0.5129 0.235
```

Summary:
**Multiplicity**: 1
**LUMO energy**: 0.0171 Eh
**Energy above the lowest of the compared OMol25 structures with the same formula, charge and spin**: 0.332 eV


[2]
Formula: C44H51BrGaN7O2
Source: the Open Molecules 2025 dataset
Level of theory: ωB97M-V/def2-TZVPD

Structure (XYZ):
```
106
Properties=species:S:1:pos:R:3:mulliken_charge:R:1
Ga -0.2772 -0.1673 -0.7326 -3.276
C -1.7199 2.9534 -4.2683 -1.890
C -1.5290 2.7429 -2.7642 2.110
C -1.0735 4.0510 -2.1103 -1.697
C -2.7966 2.1866 -2.1358 1.118
C -3.8887 3.0314 -1.9720 -0.444
C -5.0540 2.5852 -1.3718 -1.495
C -5.1354 1.2705 -0.9486 -0.962
C -4.0791 0.3775 -1.1202 0.168
C -4.2817 -1.0435 -0.6157 0.556
C -3.9005 -2.1593 -1.5920 -1.534
C -3.6014 -1.2345 0.7416 -1.249
C -2.8921 0.8452 -1.7064 -0.715
N -1.7697 -0.0098 -1.8340 1.975
C -1.3257 -0.3291 -3.1382 -0.929
C -0.0115 -0.5438 -3.3151 -0.484
N 0.8468 -0.3863 -2.2115 1.840
C 2.2400 -0.5988 -2.3814 0.057
C 3.0813 0.5244 -2.5004 -0.032
C 4.4468 0.3284 -2.6739 -1.076
C 4.9787 -0.9498 -2.7380 -1.558
C 4.1427 -2.0462 -2.6337 -0.582
C 2.7692 -1.8970 -2.4563 0.486
C 1.8804 -3.1237 -2.3965 1.606
C 2.4296 -4.1975 -1.4575 -1.663
C 1.6781 -3.7146 -3.7950 -1.592
C 2.4979 1.9269 -2.5115 3.324
C 3.4710 3.0036 -2.0374 -2.055
C 1.9795 2.2674 -3.9127 -1.474
H -0.8059 3.3432 -4.7211 0.419
H -2.5237 3.6695 -4.4557 0.401
H -1.9741 2.0183 -4.7673 0.353
H -0.7309 2.0099 -2.6301 -0.837
H -1.7632 4.8702 -2.3230 0.501
H -0.0950 4.3394 -2.5017 0.323
H -0.9901 3.9570 -1.0268 0.287
H -3.8220 4.0593 -2.3084 0.396
H -5.8953 3.2543 -1.2426 0.372
H -6.0499 0.9103 -0.4901 0.400
H -5.3593 -1.1336 -0.4461 0.634
H -2.8247 -2.2989 -1.6555 0.076
H -4.2762 -1.9469 -2.5948 0.386
H -4.3444 -3.0997 -1.2575 0.471
H -2.5225 -1.0874 0.6543 -0.212
H -3.7702 -2.2426 1.1266 0.525
H -3.9790 -0.5178 1.4744 0.497
H -2.0541 -0.4237 -3.9326 0.576
H 0.4152 -0.8410 -4.2631 0.504
H 5.1059 1.1818 -2.7697 0.328
H 6.0430 -1.0894 -2.8804 0.374
H 4.5633 -3.0422 -2.6956 0.358
H 0.9094 -2.8168 -2.0086 -0.444
H 3.3394 -4.6548 -1.8529 0.407
H 1.6877 -4.9876 -1.3328 0.404
H 2.6475 -3.7927 -0.4686 0.311
H 2.6348 -4.0352 -4.2160 0.366
H 1.2319 -2.9945 -4.4795 0.296
H 1.0204 -4.5848 -3.7454 0.436
H 1.6294 1.9292 -1.8476 -1.317
H 4.2700 3.1726 -2.7619 0.437
H 3.9414 2.7457 -1.0864 0.426
H 2.9440 3.9526 -1.9157 0.410
H 2.8001 2.2480 -4.6338 0.456
H 1.5333 3.2647 -3.9294 0.425
H 1.2236 1.5499 -4.2336 0.203
Br 0.5293 -5.3559 1.8530 -0.147
C -0.3639 -4.0624 2.9057 0.324
C -0.7097 -4.4363 4.1975 -0.529
C -1.3408 -3.5328 5.0361 -0.628
C -1.6029 -2.2432 4.5979 -0.985
C -1.2423 -1.8750 3.3148 -0.277
C -0.6380 -2.7798 2.4396 0.321
C -0.4200 -2.3332 1.0180 0.248
O -0.5089 -3.0717 0.0626 -0.416
O -0.1731 -1.0435 0.9303 0.833
H -0.4878 -5.4394 4.5343 0.431
H -1.6218 -3.8394 6.0355 0.437
H -2.0837 -1.5276 5.2519 0.435
H -1.4400 -0.8743 2.9559 0.383
C 2.2851 0.9750 1.0790 -0.717
C 0.9691 1.6460 1.2405 1.046
N -0.0459 1.5168 0.4060 1.891
C -1.1238 2.1921 0.9516 -0.588
C -0.7322 2.7643 2.1121 -1.330
N 0.5987 2.4212 2.2790 0.291
C 1.4001 2.7690 3.4375 -1.592
N 0.9152 2.1589 4.6383 0.779
N 0.0584 2.8516 5.4325 -0.649
N -0.2719 2.1324 6.4295 -0.590
C 0.3636 0.9109 6.3192 0.325
C 0.3457 -0.2020 7.1661 -0.859
C 1.0998 -1.2865 6.7893 -0.601
C 1.8582 -1.2800 5.5989 -0.642
C 1.8926 -0.1892 4.7626 -0.495
C 1.1273 0.9130 5.1553 1.399
H 2.3982 0.6484 0.0468 -0.755
H 2.3381 0.0883 1.7125 -0.359
H 3.1186 1.6373 1.3100 0.816
H -2.0807 2.2178 0.4577 0.574
H -1.2510 3.3758 2.8298 0.578
H 1.3690 3.8456 3.5904 0.291
H 2.4256 2.4565 3.2555 0.642
H -0.2404 -0.1954 8.0748 0.431
H 1.1128 -2.1732 7.4086 0.429
H 2.4249 -2.1636 5.3352 0.433
H 2.4824 -0.1957 3.8566 0.340
```

Summary:
**Multiplicity**: 1
**LUMO energy**: -0.0014 Eh


[3]
Formula: C5H6N
Source: the Open Molecules 2025 dataset
Level of theory: ωB97M-V/def2-TZVPD

Structure (XYZ):
```
12
Properties=species:S:1:pos:R:3:nbo_charge:R:1
C -0.7107 0.0723 1.2535 0.474
C -0.6249 0.9648 2.2280 -0.440
C 0.6435 -0.7739 -1.3634 -0.310
C 0.8921 0.5552 -1.2635 -0.197
C -0.4818 -1.3113 -0.6854 0.213
N -0.8587 -0.6896 0.3201 -0.326
H -1.2092 1.0226 3.2035 0.315
H 0.3536 1.4962 2.1961 0.289
H 0.2590 1.2721 -0.6480 0.204
H 1.2023 -1.4600 -2.0852 0.272
H 1.5804 0.9987 -1.8737 0.225
H -1.0456 -2.1470 -1.2821 0.280
```

Summary:
**Multiplicity**: 1
**Net charge**: +1
**SMILES**: C=C=[N+]=CC=C
**LUMO energy**: -0.2227 Eh
**Energy above the lowest of the compared OMol25 structures with the same formula, charge and spin**: 3.654 eV


[4]
Formula: C9H14
Source: the Open Molecules 2025 dataset
Level of theory: ωB97M-V/def2-TZVPD

Structure (XYZ):
```
23
Properties=species:S:1:pos:R:3:nbo_charge:R:1
C -0.3831 0.5297 2.8991 -0.631
C -0.3123 -1.4018 1.2450 -0.233
C -0.8663 -0.2008 1.6725 0.009
C -0.7672 -1.9586 0.0561 -0.193
C -1.9368 0.3271 0.9560 -0.235
C -1.7284 -1.3805 -0.7481 -0.240
C -2.3414 -0.2330 -0.2526 -0.182
H 0.4951 -1.9220 1.7211 0.214
H -0.3863 -2.9342 -0.2391 0.207
H -0.9110 0.1661 3.7843 0.218
H -0.6221 1.5822 2.8080 0.218
H -2.5744 1.1175 1.3299 0.210
H -1.9508 -1.6805 -1.7490 0.216
H -3.1769 0.2034 -0.7487 0.206
H 0.6331 0.3494 3.1193 0.217
C 2.8179 0.6905 -2.2204 -0.614
C 1.3913 1.1295 -1.8067 -0.614
H 2.9865 0.7779 -3.2844 0.207
H 3.5215 1.2357 -1.5934 0.204
H 2.9454 -0.3255 -1.8383 0.203
H 1.5195 1.7266 -0.9061 0.201
H 0.6136 0.3957 -1.6212 0.214
H 1.0331 1.8058 -2.5832 0.198
```

Summary:
**Multiplicity**: 1
**SMILES**: Cc1ccccc1.CC
**LUMO energy**: 0.0371 Eh
**Energy above the lowest of the compared OMol25 structures with the same formula, charge and spin**: 0.593 eV


[5]
Formula: C4H6O2
Source: the Open Molecules 2025 dataset
Level of theory: ωB97M-V/def2-TZVPD

Structure (XYZ):
```
12
Properties=species:S:1:pos:R:3:nbo_charge:R:1
O 2.3616 -0.5727 0.0304 -0.612
C 1.6466 0.1974 0.7554 0.203
C 0.3423 0.6419 0.0797 0.016
C -0.4003 -0.4187 -0.7615 -0.449
C -1.5658 -0.1107 0.1908 -0.057
O -0.7807 0.8405 0.9332 -0.516
H 2.7150 -0.0237 1.1778 0.414
H 0.6126 1.5516 -0.4831 0.201
H 0.0181 -1.4252 -0.6994 0.229
H -0.5674 -0.1597 -1.8104 0.220
H -1.8972 -0.9423 0.8232 0.178
H -2.4370 0.3672 -0.2714 0.176
```

Summary:
**Multiplicity**: 1
**SMILES**: O=C[C@H]1CCO1
**LUMO energy**: 0.0264 Eh
**Energy above the lowest of the compared OMol25 structures with the same formula, charge and spin**: 5.186 eV


[6]
Formula: C3H4HgO3
Source: the Open Molecules 2025 dataset
Level of theory: ωB97M-V/def2-TZVPD

Structure (XYZ):
```
11
Properties=species:S:1:pos:R:3:nbo_charge:R:1
H -0.4235 2.1007 0.2471 0.158
O 2.1495 -1.9772 0.1559 -0.655
O -0.3806 0.6981 1.7393 -0.921
C -0.8160 1.1152 0.5621 0.005
C -0.2141 -0.1245 -0.9368 -0.231
O 1.1566 -0.3858 -1.2468 -0.512
C 1.1665 -1.2159 -0.1211 0.279
H -1.9036 0.9678 0.4210 0.155
H -0.5722 0.5041 -1.7644 0.179
H -0.9724 -0.9236 -0.9152 0.178
Hg 0.8099 -0.7590 1.8588 1.366
```

Summary:
**Multiplicity**: 1
**LUMO energy (spin up / spin down)**: -0.0733 / -0.0733 Eh
**Energy above the lowest of the compared OMol25 structures with the same formula, charge and spin**: 4.912 eV


| no. | strongest force on any atom (hartree/bohr) | electronic energy (Eh) |
| --- | --- | --- |
| 1 | 0.110 | -1727.8730 |
| 2 | 0.005 | -6739.9532 |
| 3 | 0.079 | -248.4814 |
| 4 | 0.039 | -351.3084 |
| 5 | 0.058 | -306.3157 |
| 6 | 0.125 | -495.5809 |